Density functional theory data (ωB97M-V/def2-TZVPD) for the ion C4H13N3 with charge +2.

energy above the lowest of the compared OMol25 structures with the same formula, charge and spin: 19.7 kJ/mol
LUMO level: -6.63 eV
highest occupied orbital energy: -18.37 eV
multiplicity: 1
HOMO-LUMO gap: 11.744 eV
SMILES: N/C=[NH+]/CCC[NH3+]
total charge: +2
electronic energy: -323.88549 Eh

Last column: Löwdin charge in e.
Geometry (Å):
N: 1.230 1.936 3.246  0.22
C: 1.279 0.953 2.380  -0.11
N: 0.427 0.823 1.389  0.07
C: 0.546 -0.292 0.425  -0.13
C: -0.674 -0.293 -0.539  -0.14
C: -0.288 -0.761 -1.941  -0.13
N: -1.461 -1.286 -2.719  0.21
H: 1.987 2.055 3.916  0.16
H: 0.583 2.683 3.079  0.14
H: 1.971 0.149 2.559  0.18
H: -0.415 1.375 1.252  0.17
H: 0.502 -1.226 0.987  0.14
H: 1.479 -0.259 -0.132  0.14
H: -1.031 0.743 -0.582  0.12
H: -1.507 -0.850 -0.111  0.13
H: 0.500 -1.512 -1.907  0.14
H: 0.176 0.013 -2.545  0.15
H: -2.162 -1.724 -2.115  0.18
H: -1.182 -1.985 -3.420  0.19
H: -1.961 -0.543 -3.222  0.19

Cartesian forces (eV/Å) of the 3 atoms listed first:
N 0.6636 -0.5022 -0.4311
C -0.9782 0.5086 0.6016
N 0.0623 -0.8117 -0.8361

Density functional theory data (ωB97M-V/def2-TZVPD) for a cluster of 2 separate species, C4H13N3 in total.

energy above the lowest of the compared OMol25 structures with the same formula, charge and spin: 556.6 kJ/mol
LUMO level (spin up / spin down): -8.74 / -9.96 eV
highest occupied orbital energy (spin up / spin down): -18.43 / -17.02 eV
multiplicity: 1
HOMO-LUMO gap (spin up / spin down): 9.689 / 7.053 eV
total charge: +2
electronic energy: -323.68100 Eh

Last column: Löwdin charge in e.
Geometry (Å):
C: 2.081 0.815 -0.313  -0.08
C: -1.100 -1.953 1.032  -0.01
C: -0.720 -1.048 -0.175  -0.21
C: -0.708 0.296 0.248  -0.12
N: 2.753 1.285 0.712  0.22
N: 2.330 0.813 -1.617  0.16
N: -1.573 1.271 -0.308  0.22
H: -1.434 -2.838 0.653  0.07
H: -0.202 -2.085 1.581  0.09
H: -1.811 -1.561 1.662  0.07
H: -1.235 -1.234 -1.082  0.13
H: 0.307 -1.351 -0.282  0.12
H: -0.475 0.623 1.255  0.14
H: 2.470 1.017 1.610  0.11
H: 3.663 1.720 0.661  0.16
H: 1.590 1.208 -2.233  0.15
H: 3.337 0.802 -1.968  0.19
H: -1.240 2.243 -0.218  0.20
H: -2.558 0.988 -0.069  0.23
H: -1.535 1.093 -1.290  0.16

Cartesian forces (eV/Å) of the 3 atoms listed first:
C -0.1447 1.6172 -0.3563
C 1.4341 1.3291 -0.9248
C 0.4725 -1.4088 1.0217

Density functional theory data (ωB97M-V/def2-TZVPD) for a cluster of 2 separate species, C4H13N3O in total.

energy above the lowest of the compared OMol25 structures with the same formula, charge and spin: 25.3 kJ/mol
LUMO level (spin up / spin down): 3.69 / 3.58 eV
highest occupied orbital energy (spin up / spin down): 1.18 / -5.79 eV
expectation value of S²: 0.75
multiplicity: 2
HOMO-LUMO gap (spin up / spin down): 2.518 / 9.376 eV
total charge: -1
electronic energy: -399.65785 Eh

Last column: Löwdin charge in e.
Geometry (Å):
C: 3.177 1.509 0.167  -0.15
C: 2.380 0.208 -0.007  -0.31
C: 0.862 0.424 0.222  -0.26
N: 0.122 0.187 -1.039  -0.02
C: -1.266 0.084 -0.892  -0.81
N: -1.712 -1.225 -0.608  0.04
N: -2.049 1.072 -0.973  0.09
H: 4.218 1.289 -0.066  0.05
H: 2.834 2.220 -0.586  0.06
H: 3.046 1.879 1.177  0.06
H: 2.494 -0.264 -0.983  0.08
H: 2.709 -0.611 0.642  0.08
H: 0.612 1.449 0.513  0.10
H: 0.552 -0.244 1.021  0.08
H: 0.341 0.922 -1.690  0.09
H: -1.002 -1.908 -0.847  0.01
H: -2.604 -1.493 -1.023  -0.01
H: -3.052 0.910 -0.940  -0.01
H: -1.271 -1.448 1.630  -0.03
H: -1.356 -1.226 3.059  0.00
O: -1.630 -1.906 2.415  -0.16

Cartesian forces (eV/Å) of the 3 atoms listed first:
C -0.0735 -1.2355 -0.7684
C -0.7473 -0.0884 0.2131
C 0.4082 0.1691 -0.7837

Density functional theory data (ωB97M-V/def2-TZVPD) for a cluster of 2 separate species, C4H13N3O in total.

energy above the lowest of the compared OMol25 structures with the same formula, charge and spin: 257.1 kJ/mol
LUMO level: 0.84 eV
highest occupied orbital energy: -8.20 eV
multiplicity: 1
HOMO-LUMO gap: 9.040 eV
SMILES: [H]/N=C(\C)O.CNCN
total charge: 0
electronic energy: -399.64934 Eh

Last column: Löwdin charge in e.
Geometry (Å):
H: 1.174 -1.755 -0.674  0.08
N: 0.384 -1.267 -1.079  0.10
C: -0.723 -1.423 -0.407  -0.53
C: -0.921 -2.376 0.738  -0.01
O: -1.883 -1.077 -1.002  0.05
H: 0.006 -2.528 1.287  0.08
H: -1.691 -1.988 1.401  0.09
H: -1.274 -3.335 0.350  0.09
H: -1.721 -0.281 -1.551  0.10
C: 2.148 1.127 0.524  -0.17
N: 1.017 1.239 -0.380  -0.17
C: -0.209 1.435 0.291  -0.39
N: -1.285 1.854 -0.581  0.00
H: 2.036 0.305 1.251  0.07
H: 2.290 2.053 1.089  0.07
H: 3.048 0.930 -0.057  0.07
H: 0.877 0.141 -0.895  0.09
H: -0.567 0.355 0.632  0.11
H: -0.126 2.098 1.163  0.12
H: -1.118 1.643 -1.559  0.06
H: -1.463 2.851 -0.539  0.07

Cartesian forces (eV/Å) of the 3 atoms listed first:
H -0.0804 0.0034 0.3785
N -1.1984 -0.1981 0.6812
C 1.0386 -1.8320 -1.8573

Density functional theory data (ωB97M-V/def2-TZVPD) for a structure of composition C4H13N3O.

energy above the lowest of the compared OMol25 structures with the same formula, charge and spin: 333.2 kJ/mol
LUMO level: 0.67 eV
highest occupied orbital energy: -7.49 eV
multiplicity: 1
HOMO-LUMO gap: 8.163 eV
total charge: 0
electronic energy: -399.62038 Eh

Last column: Löwdin charge in e.
Geometry (Å):
C: -1.977 0.359 -0.458  -0.13
C: -2.408 -0.632 0.468  -0.18
N: -0.352 1.096 0.082  0.10
H: 0.065 1.587 -0.705  0.11
H: -0.538 1.763 0.826  0.13
H: -2.501 1.311 -0.506  0.08
H: -1.620 0.024 -1.424  0.08
H: -2.458 -1.645 0.082  0.06
H: -3.226 -0.360 1.128  0.05
H: -1.209 -0.719 1.257  0.06
C: 1.861 -0.614 -1.396  -0.13
N: 0.805 -0.926 -0.441  -0.02
C: 0.584 -0.009 0.672  -0.73
N: 1.811 0.566 1.183  0.11
O: -0.100 -0.576 1.676  -0.08
H: 0.942 -1.838 -0.022  0.12
H: 2.294 1.180 0.539  0.07
H: 1.638 1.029 2.066  0.08
H: 1.877 -1.383 -2.168  0.08
H: 2.865 -0.546 -0.955  0.07
H: 1.646 0.332 -1.904  0.07

Cartesian forces (eV/Å) of the 3 atoms listed first:
C 0.3473 0.0720 0.1937
C 0.0224 0.0072 0.0247
N -0.1372 -0.3780 0.0428

Density functional theory data (ωB97M-V/def2-TZVPD) for a cluster of 2 separate species, C4H13N3O in total.

energy above the lowest of the compared OMol25 structures with the same formula, charge and spin: 418.8 kJ/mol
LUMO level: 0.86 eV
highest occupied orbital energy: -8.38 eV
multiplicity: 1
HOMO-LUMO gap: 9.243 eV
SMILES: [H]/N=C/[C@@](C)(N)O.CN
total charge: 0
electronic energy: -399.58779 Eh

Last column: Löwdin charge in e.
Geometry (Å):
H: 2.106 -2.066 -0.570  0.04
N: 1.491 -1.541 0.055  0.01
C: 0.864 -0.619 -0.588  -0.25
C: -1.010 -0.507 -0.306  -0.53
C: -1.902 0.724 -0.172  -0.05
N: -1.544 -1.319 -1.386  0.05
O: -1.167 -1.216 0.926  -0.07
H: 0.964 -0.409 -1.658  0.10
H: -1.869 1.334 -1.079  0.08
H: -2.944 0.447 0.039  0.09
H: -1.588 1.333 0.682  0.07
H: -1.040 -2.201 -1.422  0.07
H: -2.497 -1.603 -1.154  0.08
H: -0.364 -1.759 1.035  0.06
C: 1.542 1.385 1.363  -0.13
N: 1.486 1.234 -0.096  -0.06
H: 1.920 0.475 1.830  0.07
H: 0.527 1.531 1.734  0.07
H: 2.142 2.239 1.680  0.07
H: 0.461 1.329 -0.415  0.11
H: 2.423 1.209 -0.501  0.12

Cartesian forces (eV/Å) of the 3 atoms listed first:
H 0.2463 0.4242 0.3611
N -1.2678 0.1146 -0.3307
C -2.5970 -1.0207 -0.5194